C25H45N5O5 | wB97M-V/def2-TZVPD

Results
Orbital gap in Ha: 0.360
E_tot in eV: -44339.7092
SMILES: CC(C)=O.CC(C)=O.CC(C)=O.CC(C)=O.CC(C)=O.CC#N.CC#N.CC#N.CC#N.CC#N
LUMO level in eV: 0.032
M in g/mol: 495.7
Spin multiplicity: 1
ΔE to the lowest compared entry with this formula, charge and spin in kJ/mol: 0.00

The geometry in XYZ format:
```
80
C25H45N5O5 | the OMol25 dataset | wB97M-V/def2-TZVPD
H -1.084 15.161 -9.207
C -1.685 10.838 -6.896
C -6.548 14.114 -5.959
H -0.577 8.273 -11.033
C 1.319 9.655 -9.651
C -2.089 12.245 -6.667
H -2.375 15.271 -3.110
H -6.862 7.989 -5.849
H 0.161 14.222 -9.956
H -2.827 12.252 -5.865
N -1.063 15.765 -12.345
C -0.387 14.931 -2.998
H -3.300 17.845 -7.298
C 0.327 10.184 -10.608
H 1.026 10.650 -3.436
H 3.234 10.123 -4.855
C -1.587 6.505 -8.578
H -0.103 16.955 -7.394
H -0.066 16.437 -5.788
C -0.887 9.299 -10.833
H -6.776 14.557 -7.925
C -4.196 12.230 -10.044
C -1.737 14.423 -2.863
H -2.585 12.566 -7.583
N -3.913 13.256 -10.374
H -3.312 7.875 -6.510
N -1.386 9.757 -7.212
H 1.191 8.581 -9.790
C -1.126 5.579 -7.554
H -3.642 10.299 -9.412
H -1.495 13.683 -10.075
H -2.590 6.882 -8.379
H -1.798 13.584 -3.556
O -2.232 15.217 -5.808
C 0.717 11.401 -4.164
H -5.225 12.478 -5.236
H -1.579 9.632 -11.606
H -5.043 10.325 -10.483
C -0.976 15.241 -11.291
C -5.065 9.117 -6.040
H -5.369 13.741 -4.125
H 3.056 10.314 -6.607
C 1.571 11.322 -5.443
H -4.359 7.311 -5.147
O 1.462 12.194 -6.304
C -5.970 13.159 -4.823
C -0.721 16.944 -6.496
H -1.267 12.839 -6.267
H -7.147 9.734 -5.826
N -0.770 4.853 -6.727
C -3.116 16.783 -7.462
H -5.204 10.820 -8.790
H -0.929 17.913 -6.042
N 0.704 15.328 -3.066
H 2.025 9.185 -5.561
H 0.807 12.369 -3.672
C -0.863 14.571 -10.096
O -4.585 10.213 -6.428
H -4.890 7.183 -6.823
H -0.851 7.308 -8.528
O -6.719 15.286 -5.775
H -5.687 13.299 -7.779
H -4.028 16.233 -7.229
H -2.815 16.636 -8.499
H 0.953 9.937 -8.664
C -2.029 16.163 -6.527
H 2.391 9.800 -9.789
H -1.459 9.250 -9.907
H -6.715 12.504 -4.371
C 2.516 10.151 -5.674
H -0.325 11.261 -4.452
H -1.967 14.043 -1.867
H -1.516 6.190 -9.619
C -6.475 8.943 -5.493
C -6.644 13.627 -7.373
C -4.551 10.846 -9.662
C -4.327 7.798 -6.121
H -7.462 12.908 -7.430
H -6.540 8.841 -4.409
O 0.451 11.355 -11.047
```

These are the Löwdin partial charges, in e, on atoms 1 to 5: number 1, H, carries 0.06; number 2, C, carries -0.24; number 3, C, carries -0.47; number 4, H, carries 0.07; number 5, C, carries -0.03

***

C25H45NP2ReSe | wB97M-V/def2-TZVPD

Results
Orbital gap (spin up / spin down) in Ha: 0.236 / 0.179
Charge: +2
E_tot in eV: -114177.2701
LUMO level (spin up / spin down) in eV: -7.167 / -8.570
M in g/mol: 686.8
Spin multiplicity: 4
ΔE to the lowest compared entry with this formula, charge and spin in kJ/mol: 165.01

The geometry in XYZ format:
```
75
C25H45NP2ReSe | the OMol25 dataset | wB97M-V/def2-TZVPD
C -2.981 1.398 -1.968
H 2.509 -2.571 0.844
H -0.115 -3.235 3.353
H -4.028 1.590 -2.163
C 2.728 -1.634 1.366
H 2.165 -0.517 -0.920
H 0.326 3.551 1.079
H 2.373 2.349 2.624
C 0.434 0.547 -1.561
H -4.015 3.090 0.288
H 0.037 -3.354 -3.895
P -2.841 1.015 -0.182
H -2.702 0.122 2.800
H 1.620 1.649 -3.078
H -4.472 -0.400 0.972
H 2.579 -3.246 -3.696
H -5.084 0.325 -0.593
C -0.367 2.802 -0.803
P 1.180 -2.620 -1.962
H 0.343 2.220 3.966
C 0.952 -4.267 -1.235
H -1.421 3.092 -0.593
H 3.513 1.149 1.966
C -4.237 -0.180 -0.087
H 3.573 -2.812 -2.230
C -1.496 -2.002 -0.336
C 1.442 0.489 2.188
H 1.204 -4.923 -2.078
C 2.601 1.591 -0.570
C 0.581 1.518 -2.739
H -1.421 1.845 3.697
H -0.477 2.822 2.530
H 0.023 1.117 -3.603
C 1.484 -0.901 1.751
C -2.035 -0.686 3.061
H 2.980 1.063 3.612
H 3.388 -1.091 0.693
H -2.627 2.867 1.476
H -1.156 -2.734 -2.710
H -2.382 2.241 -2.321
C -3.471 2.359 0.938
C 2.733 -2.533 -2.884
N -0.830 -1.001 -0.231
C -0.175 -2.549 -3.185
C 1.672 0.440 -0.692
H 0.846 3.607 -2.482
H -3.936 -1.104 -0.626
C 0.286 -1.526 2.211
H -0.818 3.111 -2.904
H -2.097 -0.733 4.143
H 1.650 -4.359 -0.385
C 2.075 2.982 -0.175
H -4.180 1.909 1.674
C 2.634 1.300 2.599
C -0.432 1.973 3.226
H 2.996 1.640 -1.570
C 0.068 -2.994 2.303
H -0.172 -1.564 -3.682
H 2.651 3.380 0.670
C 0.593 2.907 0.219
Re 0.083 0.975 0.257
H 2.341 3.612 -1.044
H 0.942 -3.552 1.956
Se -2.572 -3.401 -0.275
H -2.549 -1.550 2.649
H 3.393 -1.860 2.212
H 3.357 1.329 0.153
H -0.759 -3.389 1.697
C 0.066 0.732 2.615
C -0.632 -0.538 2.622
H -0.100 -4.404 -0.903
H -2.694 0.519 -2.558
H 2.846 -1.501 -3.268
C 0.043 2.877 -2.269
H -0.034 -0.374 -1.954
```

These are the Löwdin partial charges, in e, on atoms 1 to 5: number 1, C, carries -0.22; number 2, H, carries 0.06; number 3, H, carries 0.12; number 4, H, carries 0.05; number 5, C, carries 0.00